Record 1
This record from OMol25 describes one molecule with the formula C6H10O at a distorted geometry. The level of theory is ωB97M-V/def2-TZVPD.

## Properties
Energy relative to the best compared isomer or geometry (same formula, charge and spin) = 1.7041 eV
Maximum force = 1.7 eV/A
HOMO energy = -9.6490 eV
SMILES = C[C@H]1OC[C@H]2C[C@H]21

Element x y z (Å)
C (-1.91683, -0.25089, 0.47090)
C (-0.93304, -0.06452, -0.70587)
O (-0.55003, 1.29567, -0.97327)
C (0.83659, 1.51314, -0.27231)
C (1.51112, 0.16830, -0.37542)
C (1.12785, -0.84310, 0.81478)
C (0.39777, -0.80655, -0.47083)
H (-2.94719, 0.05353, 0.24609)
H (-1.58464, 0.31961, 1.34532)
H (-1.94438, -1.31370, 0.76058)
H (-1.35737, -0.56095, -1.59833)
H (1.52068, 2.34366, -0.59873)
H (0.48225, 1.78940, 0.71109)
H (2.37479, 0.09642, -1.04356)
H (0.80851, -0.26075, 1.67142)
H (1.55451, -1.81677, 1.11744)
H (0.61940, -1.66248, -1.09931)

Record 2
This record from OMol25 describes one molecule with the formula C6H10O. The level of theory is ωB97M-V/def2-TZVPD.

## Properties
Energy relative to the best compared isomer or geometry (same formula, charge and spin) = 3.7095 eV
Maximum force = 0.5 eV/A
HOMO energy = -8.3657 eV

Element x y z (Å)
C (0.82830, -1.40508, -1.36540)
C (-0.08019, -1.58723, -0.15473)
C (0.25076, -0.61095, 1.03220)
C (-1.01171, 0.13805, 0.93460)
C (-0.87821, 1.31054, 0.00180)
C (-0.46375, 2.50475, 0.84854)
O (0.14564, 2.42066, 1.88644)
H (1.87500, -1.59402, -1.10669)
H (0.76737, -0.38820, -1.76909)
H (0.54428, -2.09240, -2.16913)
H (-0.02702, -2.61077, 0.22522)
H (0.35245, -1.16643, 1.96789)
H (1.18311, -0.06689, 0.81785)
H (-1.13293, -1.46382, -0.46090)
H (-1.81472, 1.56566, -0.50746)
H (-0.08384, 1.23570, -0.76603)
H (-0.74331, 3.49277, 0.42878)

Record 3
This record from OMol25 describes one molecule with the formula C6H10O at a distorted geometry. The level of theory is ωB97M-V/def2-TZVPD.

## Properties
Energy relative to the best compared isomer or geometry (same formula, charge and spin) = 0.9974 eV
Maximum force = 2.2 eV/A
HOMO energy = -9.4261 eV
SMILES = CC1(O)CC=CC1

Element x y z (Å)
C (-1.84728, -0.67797, -0.11930)
C (-0.49877, -0.18084, 0.35960)
O (-0.57084, -0.19451, 1.76775)
C (-0.07180, 1.16288, -0.28482)
C (1.39210, 1.22785, 0.00688)
C (1.85606, -0.03463, 0.02041)
C (0.70101, -0.93889, -0.26305)
H (-2.02612, -1.68322, 0.27284)
H (-1.89758, -0.70640, -1.21239)
H (-2.63309, -0.01678, 0.25722)
H (0.27492, 0.12157, 2.11465)
H (-0.10289, 0.75425, -1.38401)
H (-0.68209, 2.05673, -0.11688)
H (1.97675, 2.14189, 0.00066)
H (2.89358, -0.35221, 0.02501)
H (0.81539, -2.01232, -0.07680)
H (0.42064, -0.66739, -1.36778)

Record 4
This record from OMol25 describes one molecule with the formula C6H10O at a distorted geometry. The level of theory is ωB97M-V/def2-TZVPD.

## Properties
Energy relative to the best compared isomer or geometry (same formula, charge and spin) = 1.2068 eV
Maximum force = 2.4 eV/A
HOMO energy = -8.7351 eV
SMILES = CC1=CCC[C@H]1O

Element x y z (Å)
C (-0.73339, 2.06889, 0.39901)
C (-0.17130, 0.69988, 0.23353)
C (0.56968, 0.06849, 1.14524)
C (0.82957, -1.37049, 0.75852)
C (0.71988, -1.26423, -0.77480)
C (-0.29827, -0.11624, -1.01390)
O (-1.63043, -0.53584, -1.23539)
H (-1.81365, 1.98225, 0.23570)
H (-0.34066, 2.78509, -0.32891)
H (-0.57898, 2.45327, 1.41536)
H (1.26868, 0.82400, 1.45007)
H (0.05816, -2.04972, 1.15959)
H (1.78201, -1.76338, 1.12007)
H (1.70960, -0.97639, -1.15343)
H (0.41266, -2.17365, -1.29610)
H (-0.01012, 0.49709, -1.87893)
H (-1.86384, -1.01980, -0.43190)

Record 5
This record from OMol25 describes a 2-piece molecular cluster, C6H10O overall. The level of theory is ωB97M-V/def2-TZVPD.

## Properties
Energy relative to the best compared isomer or geometry (same formula, charge and spin) = 2.9443 eV
Maximum force = 0.3 eV/A
HOMO energy = -9.0770 eV
SMILES = C=C1C[C@@]2(O)C[C@@H]12.[H][H]

Element x y z (Å)
C (0.74414, -0.07882, 2.12858)
C (0.31643, 0.01505, 0.87726)
C (-0.11660, 1.17217, -0.01722)
C (-0.15064, 0.17511, -1.17994)
O (-1.09027, 0.19971, -2.19266)
C (1.13211, -0.57653, -1.31089)
C (0.14146, -0.97268, -0.23442)
H (0.86373, 0.79915, 2.75600)
H (1.01512, -1.04068, 2.55402)
H (-2.03126, -0.26175, 1.68126)
H (-2.55774, -0.27202, 1.15879)
H (0.53973, 2.04700, -0.08661)
H (-1.14049, 1.49045, 0.21659)
H (-0.69124, 0.65067, -2.94782)
H (1.16394, -1.25694, -2.15710)
H (2.08641, -0.13942, -1.02419)
H (-0.29865, -1.96332, -0.19176)

Record 6
This record from OMol25 describes C6H10O as an isolated structure at a distorted geometry. The level of theory is ωB97M-V/def2-TZVPD.

## Properties
Energy relative to the best compared isomer or geometry (same formula, charge and spin) = 2.3688 eV
Maximum force = 2.5 eV/A
HOMO energy = -9.0929 eV

Element x y z (Å)
O (-0.99527, 1.55073, 1.70451)
C (-1.08090, 0.65725, 0.61222)
C (-0.05166, 1.29260, -0.75360)
C (1.14036, 0.39148, -0.93125)
C (0.53572, -1.42761, -0.87574)
C (-0.08736, -1.65056, 0.43925)
C (-0.76689, -0.71057, 1.11042)
H (-0.15835, 1.34442, 2.14754)
H (-2.02900, 0.81765, 0.11639)
H (0.04424, 2.24156, -0.22263)
H (-0.57227, 1.49057, -1.72233)
H (1.85547, 0.55178, -0.11706)
H (1.61979, 0.38407, -1.91263)
H (-0.10164, -1.31431, -1.74599)
H (1.26505, -2.24975, -1.06258)
H (0.23212, -2.51807, 1.02130)
H (-0.84940, -0.85124, 2.19217)

Which of these has the lowest energy relative to the best compared isomer or geometry (same formula, charge and spin)?
number 3